Entry 1:
The following is a quantum chemistry calculation of C37H32GeMoN6OS3 as an isolated structure, from the OMol25 dataset.

```
81
Properties=species:S:1:pos:R:3:mulliken_spin:R:1
Mo 0.079 -1.575 0.963 2.214
O -0.815 -1.165 2.786 -0.003
N -0.270 -0.290 3.620 0.018
C -1.087 0.307 4.531 0.004
C -0.592 1.145 5.488 -0.002
C 0.784 1.393 5.538 0.011
C 1.603 0.800 4.584 -0.005
C 1.077 -0.011 3.589 0.011
S 2.026 -0.652 2.320 0.024
H -2.134 0.075 4.417 0.003
H -1.267 1.604 6.194 0.000
H 1.208 2.044 6.284 0.001
H 2.665 0.983 4.566 -0.002
C 2.184 -4.238 -3.425 0.000
N 0.873 -3.674 -3.332 0.007
C -0.164 -3.845 -4.198 -0.027
C -1.229 -3.155 -3.721 0.063
N -0.848 -2.539 -2.540 0.016
C 0.468 -2.870 -2.299 0.150
S 1.506 -2.466 -1.030 -0.019
C -1.610 -1.723 -1.746 0.255
C -3.011 -1.645 -1.790 -0.006
C -3.652 -0.802 -0.904 0.111
C -2.912 -0.002 -0.020 0.251
C -1.515 -0.102 -0.043 -0.405
N -0.893 -0.980 -0.863 0.212
H 2.222 -4.939 -4.258 0.000
H 2.420 -4.748 -2.489 0.005
H 2.925 -3.449 -3.573 0.000
H -0.074 -4.432 -5.091 -0.002
H -2.207 -3.022 -4.133 0.011
H -3.574 -2.258 -2.477 0.024
H -4.733 -0.745 -0.900 0.020
H -3.401 0.698 0.642 0.024
H -0.966 1.156 1.568 0.014
C -0.522 0.573 0.750 0.111
Ge 0.700 1.749 -0.253 -0.038
C -0.442 3.334 -0.683 -0.009
C -1.745 3.139 -1.130 0.018
C -2.617 4.201 -1.287 -0.005
C -2.195 5.488 -1.003 0.000
C -0.896 5.704 -0.578 0.000
C -0.033 4.635 -0.417 0.002
C 1.471 1.036 -1.933 0.019
C 0.882 1.362 -3.148 -0.001
C 1.391 0.881 -4.339 0.004
C 2.504 0.054 -4.330 0.000
C 3.097 -0.284 -3.126 -0.005
C 2.586 0.203 -1.934 0.032
C 2.041 2.483 1.020 0.011
C 3.413 2.463 0.818 0.001
C 4.278 2.957 1.779 0.000
C 3.782 3.494 2.955 -0.001
C 2.413 3.553 3.155 0.001
C 1.557 3.050 2.193 0.005
H -2.082 2.133 -1.345 0.004
H -3.633 4.025 -1.614 0.001
H -2.876 6.321 -1.117 0.000
H -0.564 6.714 -0.368 0.000
H 0.977 4.808 -0.071 0.000
H 0.016 2.009 -3.155 -0.001
H 0.930 1.154 -5.279 0.001
H 2.913 -0.319 -5.260 0.000
H 3.958 -0.941 -3.112 -0.001
H 3.046 -0.080 -0.996 -0.001
H 3.810 2.049 -0.099 0.001
H 5.347 2.921 1.615 0.000
H 4.458 3.873 3.711 0.000
H 2.013 3.979 4.066 0.000
H 0.486 3.094 2.356 -0.001
S 0.532 -3.840 1.837 -0.025
C -1.071 -3.391 1.202 -0.130
N -2.116 -3.441 2.213 0.018
C -3.132 -4.322 2.115 0.011
C -3.402 -4.909 0.922 -0.005
C -2.487 -4.638 -0.143 0.003
N -1.386 -3.989 -0.001 -0.001
H -1.837 -3.066 3.108 -0.001
H -3.737 -4.487 2.999 0.002
H -4.226 -5.586 0.782 0.000
H -2.691 -5.026 -1.136 0.002
```

Summary:
⟨S²⟩ = 3.798
Multiplicity = 4
Total energy = -5172.58845 Ha
Highest occupied orbital energy (spin up / spin down) = -1.385 / -3.291 eV
Energy relative to the best compared isomer or geometry (same formula, charge and spin) = 0.1190 eV
Kohn-Sham gap (spin up / spin down) = 4.0 / 5.9 eV
Total charge = -1
E_LUMO (spin up / spin down) = 2.6 / 2.6 eV

---

Entry 2:
The following is a quantum chemistry calculation of C37H32IrN4O2S3 as an isolated structure, from the OMol25 dataset.

```
79
Properties=species:S:1:pos:R:3:mulliken_spin:R:1
Ir -0.224 1.599 0.024 0.043
O -5.815 -2.264 1.659 0.000
C -5.080 -2.659 0.739 0.000
O -5.215 -3.550 -0.114 0.000
C -3.745 -1.880 0.630 -0.010
C -3.403 -0.925 1.568 0.004
C -2.257 -0.182 1.380 0.015
N -1.430 -0.355 0.328 0.019
C -1.700 -1.360 -0.539 0.004
C -2.866 -2.106 -0.409 0.009
C -0.753 -1.716 -1.652 -0.014
C -1.058 -2.762 -2.527 0.000
C -0.159 -3.084 -3.525 0.000
C 1.043 -2.397 -3.600 -0.004
C 1.274 -1.400 -2.671 -0.004
N 0.393 -1.060 -1.735 0.016
C -1.853 0.875 2.344 -0.017
C -2.581 1.160 3.490 -0.001
C -2.123 2.125 4.366 0.002
C -0.921 2.761 4.098 -0.004
C -0.262 2.458 2.926 0.003
N -0.735 1.564 2.049 -0.002
H -4.079 -0.782 2.399 0.001
H -3.130 -2.897 -1.097 0.000
H -1.979 -3.315 -2.426 0.000
H -0.389 -3.872 -4.230 0.000
H 1.783 -2.630 -4.353 0.000
H 2.203 -0.837 -2.680 -0.002
H -3.506 0.637 3.679 0.000
H -2.696 2.375 5.248 0.000
H -0.500 3.491 4.774 0.000
H 0.663 2.947 2.655 0.000
C -1.862 2.722 -4.260 0.008
C -1.636 2.515 -2.785 0.102
S -0.079 2.107 -2.304 0.336
C -2.649 2.680 -1.853 0.173
C -4.035 3.142 -2.207 -0.009
S -2.349 2.412 -0.217 0.296
H -0.999 2.378 -4.826 0.000
H -2.027 3.777 -4.490 0.007
H -2.737 2.164 -4.594 0.004
H -4.191 3.173 -3.282 -0.003
H -4.207 4.145 -1.811 0.012
H -4.782 2.485 -1.762 0.010
C 1.519 -4.210 -0.327 0.000
C 2.362 -3.865 0.906 0.000
C 3.455 -4.923 1.058 0.000
C 1.473 -3.906 2.156 0.000
C 2.936 -2.458 0.729 0.000
C 4.316 -2.227 0.602 0.000
C 4.837 -0.957 0.447 0.000
C 3.954 0.113 0.399 0.001
S 4.295 1.811 0.265 0.000
C 2.604 2.138 0.333 -0.012
N 1.830 1.084 0.414 -0.012
C 2.578 -0.093 0.476 -0.004
C 2.072 -1.374 0.666 0.010
C 2.008 3.457 0.278 -0.015
C 2.746 4.636 0.406 -0.005
C 2.088 5.847 0.396 0.001
C 0.701 5.860 0.257 0.007
C -0.022 4.686 0.117 -0.005
C 0.611 3.437 0.128 0.048
H 1.128 -5.226 -0.245 0.000
H 2.118 -4.146 -1.238 0.000
H 0.674 -3.530 -0.431 0.000
H 2.990 -5.897 1.215 0.000
H 4.100 -4.720 1.915 0.000
H 4.077 -4.995 0.163 0.000
H 1.060 -4.908 2.288 0.000
H 0.637 -3.209 2.085 0.000
H 2.049 -3.653 3.049 0.000
H 5.005 -3.057 0.648 0.000
H 5.905 -0.801 0.376 0.000
H 1.003 -1.496 0.778 -0.010
H 3.823 4.596 0.521 0.000
H 2.639 6.772 0.498 0.000
H 0.174 6.806 0.261 0.000
H -1.096 4.751 0.003 0.004
```

Summary:
⟨S²⟩ = 0.761
Multiplicity = 2
Total energy = -3097.66749 Ha
Highest occupied orbital energy (spin up / spin down) = -7.589 / -7.721 eV
Energy relative to the best compared isomer or geometry (same formula, charge and spin) = 0.7264 eV
Kohn-Sham gap (spin up / spin down) = 6.9 / 6.0 eV
Total charge = 0
E_LUMO (spin up / spin down) = -0.7 / -1.7 eV

---

Entry 3:
The following is a quantum chemistry calculation of C37H32MgN5P2S as an isolated structure, from the OMol25 dataset.

```
78
Properties=species:S:1:pos:R:3:mulliken_charge:R:1
Mg 0.290 -0.408 0.494 1.304
N -1.575 1.528 3.860 -0.380
C -0.786 1.112 2.856 0.550
S -0.572 -0.621 2.721 -0.613
N -0.237 2.063 2.124 -1.277
N 0.492 1.584 1.097 1.161
C 1.330 2.328 0.468 0.264
C 1.600 3.750 0.780 -0.141
C 0.567 4.682 0.747 -0.180
C 0.824 6.012 1.038 -0.740
C 2.107 6.415 1.381 -0.435
C 3.137 5.487 1.429 -0.755
C 2.886 4.158 1.123 -0.102
C 2.059 1.639 -0.630 0.482
C 2.864 2.325 -1.529 -0.738
C 3.510 1.621 -2.535 -0.657
C 3.335 0.250 -2.628 -0.778
C 2.504 -0.365 -1.709 0.065
N 1.886 0.304 -0.735 -0.099
H -1.925 0.866 4.527 0.210
H -1.637 2.515 4.048 0.246
H -0.436 4.358 0.503 0.486
H 0.020 6.735 1.005 0.406
H 2.303 7.453 1.615 0.406
H 4.135 5.797 1.707 0.397
H 3.691 3.433 1.166 0.496
H 2.975 3.396 -1.441 0.545
H 4.140 2.145 -3.241 0.467
H 3.818 -0.337 -3.395 0.479
H 2.318 -1.432 -1.756 0.372
N -1.945 -2.190 -0.902 -0.014
P -2.079 -0.503 -0.756 0.556
C -2.488 0.116 -2.406 0.113
C -1.509 0.810 -3.111 -0.064
C -1.756 1.248 -4.406 -0.661
C -2.982 0.989 -4.998 -0.521
C -3.967 0.300 -4.299 -0.714
C -3.725 -0.130 -3.006 -0.505
C -3.572 -0.222 0.218 0.373
C -4.201 1.020 0.133 -0.702
C -5.287 1.305 0.944 -0.630
C -5.751 0.353 1.843 -0.518
C -5.123 -0.880 1.935 -0.616
C -4.030 -1.167 1.130 -0.492
P -0.417 -2.815 -0.513 0.535
C -0.714 -4.321 0.432 0.414
C -0.548 -4.273 1.815 -0.347
C -0.820 -5.394 2.586 -0.694
C -1.257 -6.561 1.979 -0.466
C -1.420 -6.616 0.599 -0.711
C -1.146 -5.502 -0.174 -0.318
C 0.317 -3.363 -2.079 0.224
C -0.048 -2.757 -3.280 -0.410
C 0.635 -3.060 -4.449 -0.717
C 1.689 -3.962 -4.427 -0.546
C 2.056 -4.569 -3.233 -0.677
C 1.376 -4.271 -2.063 -0.543
H -2.675 -2.763 -1.311 0.391
H -0.549 1.010 -2.646 0.224
H -0.994 1.793 -4.948 0.456
H -3.177 1.329 -6.006 0.409
H -4.925 0.106 -4.763 0.425
H -4.502 -0.646 -2.453 0.449
H -3.851 1.763 -0.575 0.421
H -5.775 2.268 0.871 0.413
H -6.603 0.575 2.471 0.405
H -5.481 -1.621 2.636 0.435
H -3.528 -2.123 1.223 0.320
H -0.212 -3.358 2.289 0.131
H -0.687 -5.355 3.659 0.437
H -1.467 -7.436 2.579 0.398
H -1.757 -7.531 0.130 0.417
H -1.255 -5.551 -1.252 0.422
H -0.868 -2.049 -3.309 0.281
H 0.338 -2.592 -5.379 0.456
H 2.219 -4.200 -5.340 0.424
H 2.870 -5.281 -3.213 0.412
H 1.664 -4.755 -1.136 0.484
```

Summary:
Total energy = -2983.90195 Ha
Highest occupied orbital energy = -10.374 eV
Kohn-Sham gap = 7.4 eV
Total charge = +1
E_LUMO = -2.9 eV